Record 1
Below is a molecular structure, C7H19Br2CrMnN4O13S at a distorted geometry, with properties calculated with ωB97M-V/def2-TZVPD.

Computed properties:
⟨S²⟩	30.02
frontier orbital gap (alpha / beta)	0.1466 / 0.1666	Eh
DFT total energy	-250791.538	eV

```
! RIJCOSX wB97M-V def2-TZVPD def2/J DEFGRID3
* xyz 0 11
Mn -0.326 -2.536 3.313
Cr 0.540 -2.838 -0.222
C -0.776 -0.254 1.101
O -0.452 -1.586 1.271
H 0.012 0.348 1.554
H -0.619 0.045 0.065
H -1.793 0.059 1.336
S 2.700 -3.051 2.128
O 3.988 -2.497 2.522
O 3.114 -4.457 2.225
O 1.635 -2.838 3.113
O 2.246 -2.637 0.812
Br -1.832 3.253 -0.749
C -0.574 3.830 0.708
C 0.732 4.535 0.128
Br 1.989 3.139 -0.631
H -0.464 3.028 1.438
H -1.103 4.701 1.095
H 1.256 5.162 0.849
H 0.441 5.218 -0.670
C -3.206 0.384 -4.087
N -2.580 0.092 -2.778
O -3.300 -0.295 -1.873
O -1.389 0.177 -2.624
H -2.551 0.204 -4.940
H -3.289 1.466 -3.980
H -4.163 -0.122 -4.212
C 1.708 0.567 -2.790
N 1.676 -0.934 -2.759
O 1.080 -1.397 -1.787
O 2.151 -1.590 -3.670
H 0.856 1.059 -2.321
H 1.681 0.836 -3.846
H 2.718 0.857 -2.504
C 3.514 0.341 1.196
N 3.900 0.882 2.507
O 3.087 0.697 3.445
O 4.950 1.479 2.590
H 4.161 0.869 0.496
H 2.470 0.642 1.099
H 3.738 -0.725 1.211
C -3.777 -2.242 0.817
N -4.269 -2.425 2.231
O -5.458 -2.612 2.393
O -3.523 -2.214 3.142
H -3.578 -1.172 0.776
H -4.476 -2.639 0.080
H -2.846 -2.810 0.800
*
```


Record 2
Below is 5 unconnected molecules or ions with the total composition C3H15NO4 at a distorted geometry, with properties calculated with ωB97M-V/def2-TZVPD.

Computed properties:
SMILES string	C/C=C/N.O.O.O.O
frontier orbital gap	0.3356	Eh
DFT total energy	-13029.983	eV
relative energy (zero: lowest compared OMol25 entry of this formula, charge and spin)	116.6	kcal per mole

```
! RIJCOSX wB97M-V def2-TZVPD def2/J DEFGRID3
* xyz 0 1
C -0.975 1.856 1.161
C -1.243 0.607 0.296
C -1.216 0.881 -1.010
N -1.690 0.067 -2.082
H -1.072 2.788 0.403
H -1.667 1.914 2.004
H 0.030 2.000 1.591
H -1.606 -0.359 0.694
H -0.835 1.884 -1.343
H -1.144 0.228 -2.937
H -1.537 -0.874 -1.747
O -1.941 -2.338 -0.533
H -0.994 -2.302 -0.065
H -2.580 -2.025 -1.248
O 4.147 0.182 0.743
H 3.905 -0.699 0.460
H 3.893 0.913 0.253
O 0.377 -1.922 0.620
H 0.281 -2.790 0.405
H 0.740 -1.012 0.454
O 1.740 0.294 0.440
H 2.619 0.262 0.908
H 0.767 0.447 0.534
*
```


Record 3
Below is a gas-phase ion, C7H13N2OS (charge +1) at a distorted geometry, with properties calculated with ωB97M-V/def2-TZVPD.

Computed properties:
frontier orbital gap (alpha / beta)	0.1895 / 0.2416	Eh
DFT total energy	-23320.280	eV
relative energy (zero: lowest compared OMol25 entry of this formula, charge and spin)	141.9	kcal per mole

```
! RIJCOSX wB97M-V def2-TZVPD def2/J DEFGRID3
* xyz 1 1
C 1.036 1.399 -1.703
C -1.775 -0.556 -1.415
C 2.343 1.256 -2.403
C -0.739 -0.011 -0.742
C 0.728 -0.055 2.690
C -0.554 -1.963 1.626
C -0.777 0.371 0.846
N 0.349 0.403 -1.386
N -0.246 -0.577 1.709
O -2.911 -0.909 -0.869
S 2.739 2.734 -3.570
H 0.784 2.481 -1.464
H -1.542 -0.711 -2.499
H 3.073 1.358 -1.695
H 2.467 0.222 -2.952
H 0.369 0.881 3.191
H 0.950 -0.733 3.487
H 1.701 0.332 2.125
H -0.320 -2.174 0.667
H -0.123 -2.525 2.338
H -1.768 -2.208 1.754
H -1.902 0.710 0.877
H -0.209 1.279 0.921
H -3.672 -1.004 -1.531
*
```


Record 4
Below is 8 unconnected molecules or ions with the total composition C26H49N2O21 at a distorted geometry, with properties calculated with ωB97M-V/def2-TZVPD.

Computed properties:
frontier orbital gap	0.2764	Eh
DFT total energy	-73723.680	eV

```
! RIJCOSX wB97M-V def2-TZVPD def2/J DEFGRID3
* xyz 1 1
N -0.501 -5.765 1.343
C -1.997 -5.736 1.329
C -2.833 -4.416 1.241
C -4.373 -4.580 1.192
N -5.128 -5.788 1.222
C -4.337 -6.971 1.325
C -2.793 -7.083 1.365
H -0.202 -6.251 0.466
H -0.119 -4.793 1.325
H -0.126 -6.304 2.148
H -2.321 -3.394 1.185
H -4.978 -3.603 1.095
H -4.914 -7.970 1.357
H -2.243 -8.092 1.417
C -2.932 -2.116 -5.603
O -3.209 -3.378 -4.990
C -3.297 -3.334 -3.652
O -3.165 -2.352 -2.960
O -3.557 -4.577 -3.210
C -3.678 -4.675 -1.794
H -2.883 -2.273 -6.681
H -3.732 -1.402 -5.394
H -1.968 -1.727 -5.267
H -4.508 -4.062 -1.435
H -2.745 -4.385 -1.308
H -3.887 -5.717 -1.547
C -2.636 0.791 -3.422
O -1.559 1.074 -4.317
C -1.247 2.378 -4.410
O -1.790 3.280 -3.817
O -0.227 2.500 -5.276
C 0.217 3.843 -5.479
H -2.796 -0.287 -3.426
H -2.382 1.099 -2.405
H -3.554 1.281 -3.757
H 0.584 4.273 -4.545
H -0.586 4.455 -5.896
H 1.039 3.817 -6.194
C 4.860 3.960 -0.240
O 3.868 3.613 -1.206
C 2.639 4.077 -0.926
O 2.333 4.734 0.040
O 1.810 3.681 -1.906
C 0.456 4.106 -1.739
H 5.809 3.534 -0.568
H 4.973 5.045 -0.176
H 4.612 3.539 0.737
H 0.391 5.196 -1.735
H 0.032 3.690 -0.822
H -0.119 3.730 -2.585
C 1.809 3.445 2.258
O 1.389 3.591 3.616
C 2.336 4.080 4.434
O 3.459 4.388 4.115
O 1.814 4.168 5.669
C 2.716 4.677 6.651
H 0.969 3.043 1.689
H 2.081 4.406 1.836
H 2.643 2.740 2.187
H 3.026 5.694 6.399
H 3.584 4.022 6.753
H 2.191 4.704 7.607
C 6.298 -1.734 0.437
O 5.712 -1.421 -0.826
C 4.452 -0.964 -0.751
O 3.812 -0.808 0.263
O 4.026 -0.711 -1.999
C 2.691 -0.213 -2.072
H 7.312 -2.092 0.254
H 6.355 -0.844 1.067
H 5.737 -2.526 0.937
H 2.605 0.738 -1.542
H 1.985 -0.944 -1.671
H 2.453 -0.045 -3.123
C -4.728 -5.452 -6.323
O -5.320 -5.156 -7.588
C -6.583 -4.704 -7.512
O -7.217 -4.540 -6.498
O -7.015 -4.466 -8.761
C -8.354 -3.977 -8.834
H -3.713 -5.807 -6.503
H -4.675 -4.555 -5.704
H -5.285 -6.242 -5.813
H -8.444 -3.021 -8.314
H -9.054 -4.708 -8.424
H -8.595 -3.822 -9.887
C 3.254 3.512 11.842
O 4.040 4.616 12.287
C 4.769 5.199 11.320
O 4.802 4.867 10.160
O 5.454 6.214 11.871
C 6.279 6.929 10.953
H 2.710 3.122 12.703
H 2.529 3.833 11.091
H 3.893 2.718 11.448
H 5.675 7.386 10.166
H 7.039 6.271 10.524
H 6.783 7.723 11.506
*
```


Record 5
Below is 4 unconnected molecules or ions with the total composition C23H21ClF4O5S at a distorted geometry, with properties calculated with ωB97M-V/def2-TZVPD.

Computed properties:
SMILES string	O=C(Cl)C[C@H](OC(=O)C(F)(F)F)S(=O)(=O)F.c1ccccc1.c1ccccc1.c1ccccc1
frontier orbital gap	0.3239	Eh
DFT total energy	-68655.548	eV

```
! RIJCOSX wB97M-V def2-TZVPD def2/J DEFGRID3
* xyz 0 1
O -5.344 -3.543 3.550
C -4.344 -3.316 2.935
Cl -2.916 -2.739 3.818
C -4.283 -3.493 1.435
C -3.340 -4.606 0.972
O -2.254 -4.094 0.215
C -1.118 -3.860 0.933
O -0.884 -2.825 1.491
C -0.050 -4.988 0.974
F 0.242 -5.321 2.202
F 1.043 -4.514 0.408
F -0.445 -6.043 0.297
S -4.196 -5.760 -0.160
O -3.562 -7.024 -0.119
O -5.588 -5.730 0.090
F -3.878 -5.107 -1.516
H -5.299 -3.663 1.118
H -3.963 -2.594 0.926
H -3.019 -5.243 1.790
C 1.648 -0.885 0.523
C 0.651 -0.043 0.995
C 0.858 1.330 1.015
C 2.061 1.859 0.567
C 3.060 1.015 0.102
C 2.853 -0.356 0.079
H 1.487 -1.953 0.501
H -0.284 -0.454 1.346
H 0.081 1.989 1.381
H 2.221 2.930 0.580
H 4.000 1.427 -0.243
H 3.630 -1.015 -0.287
C 0.702 5.580 1.556
C -0.050 6.738 1.417
C 0.305 7.884 2.115
C 1.410 7.870 2.954
C 2.157 6.710 3.099
C 1.804 5.565 2.399
H 0.427 4.688 1.007
H -0.913 6.748 0.764
H -0.279 8.788 2.004
H 1.689 8.764 3.496
H 3.016 6.697 3.758
H 2.388 4.659 2.511
C 1.354 1.078 -5.159
C 1.603 -0.027 -5.961
C 1.768 -1.279 -5.386
C 1.687 -1.425 -4.007
C 1.446 -0.318 -3.205
C 1.278 0.933 -3.781
H 1.220 2.054 -5.609
H 1.668 0.087 -7.035
H 1.959 -2.141 -6.011
H 1.814 -2.402 -3.558
H 1.388 -0.430 -2.131
H 1.089 1.795 -3.154
*
```


Record 6
Below is 2 unconnected molecules or ions with the total composition C9H14 at a distorted geometry, with properties calculated with ωB97M-V/def2-TZVPD.

Computed properties:
SMILES string	Cc1ccccc1.CC
frontier orbital gap	0.3731	Eh
DFT total energy	-9559.439	eV
relative energy (zero: lowest compared OMol25 entry of this formula, charge and spin)	17.1	kcal per mole

```
! RIJCOSX wB97M-V def2-TZVPD def2/J DEFGRID3
* xyz 0 1
C -1.870 0.337 0.868
C -1.296 -0.409 -0.300
C -1.451 0.081 -1.593
C -0.837 -0.559 -2.664
C -0.017 -1.643 -2.435
C 0.208 -2.092 -1.135
C -0.401 -1.454 -0.073
H -1.318 0.191 1.804
H -2.892 0.058 1.117
H -1.887 1.419 0.732
H -2.132 0.907 -1.757
H -0.913 -0.078 -3.628
H 0.540 -2.196 -3.186
H 0.970 -2.855 -0.999
H -0.261 -1.734 0.959
C 1.318 1.880 1.288
C 2.063 0.562 1.657
H 1.824 2.368 0.465
H 0.243 1.700 1.317
H 1.315 2.610 2.117
H 2.321 0.611 2.708
H 3.035 0.613 1.176
H 1.435 -0.317 1.561
*
```


Record 7
Below is 2 unconnected molecules or ions with the total composition C5H8O4 at a distorted geometry, with properties calculated with ωB97M-V/def2-TZVPD.

Computed properties:
SMILES string	O=C[C@@H]1COC(=O)C1.O
frontier orbital gap	0.3649	Eh
DFT total energy	-13501.969	eV
relative energy (zero: lowest compared OMol25 entry of this formula, charge and spin)	71.8	kcal per mole

```
! RIJCOSX wB97M-V def2-TZVPD def2/J DEFGRID3
* xyz 0 1
O -2.450 -0.276 0.028
C -1.524 -1.053 -0.320
C -0.145 -0.479 -0.366
C 1.080 -1.113 0.295
O 2.158 -0.204 0.051
C 1.778 0.890 -0.623
O 2.577 1.722 -0.968
C 0.279 0.902 -0.813
H -1.567 -2.097 0.052
H -0.284 -1.115 -1.434
H 0.940 -1.223 1.378
H 1.342 -2.091 -0.125
H -0.148 1.692 -0.181
H 0.028 1.136 -1.854
O -1.205 0.896 1.895
H -2.036 0.641 1.176
H -0.826 1.774 1.809
*
```


Record 8
Below is 2 unconnected molecules or ions with the total composition C2H6OS, with properties calculated with ωB97M-V/def2-TZVPD.

Computed properties:
⟨S²⟩	0.75
frontier orbital gap (alpha / beta)	0.1052 / 0.2327	Eh
DFT total energy	-15051.123	eV
relative energy (zero: lowest compared OMol25 entry of this formula, charge and spin)	36.6	kcal per mole

```
! RIJCOSX wB97M-V def2-TZVPD def2/J DEFGRID3
* xyz -1 2
S 2.171 0.803 2.240
H 1.883 -0.277 1.518
H 3.496 0.638 2.123
C -1.698 -0.551 -1.452
C -0.873 -0.528 -0.339
O 0.285 0.278 -0.214
H -1.295 -0.491 -2.454
H -2.741 -0.310 -1.207
H -1.392 -0.584 0.625
H 0.163 1.022 -0.838
*
```


Record 9
Below is a molecular structure, C24H64FeO28PS8 at a distorted geometry, with properties calculated with ωB97M-V/def2-TZVPD.

Computed properties:
⟨S²⟩	8.76
frontier orbital gap (alpha / beta)	0.3356 / 0.3078	Eh
DFT total energy	-213613.199	eV
relative energy (zero: lowest compared OMol25 entry of this formula, charge and spin)	0.0	kcal per mole

```
! RIJCOSX wB97M-V def2-TZVPD def2/J DEFGRID3
* xyz 0 6
Fe 0.306 0.554 -1.601
P 0.283 0.180 0.707
O 1.434 -0.356 -0.264
O -0.879 -0.253 -0.289
O 0.372 1.661 0.025
O 0.236 0.007 2.149
O -1.931 1.011 8.813
S -0.617 0.968 8.273
O 0.158 -0.215 8.385
O -0.652 1.366 6.735
C -1.739 2.178 6.251
C -2.054 1.794 4.821
C 0.299 2.340 8.917
H -1.395 3.223 6.252
H -2.611 2.223 6.899
H -2.655 2.579 4.356
H -2.875 1.050 4.856
H -1.299 1.272 4.245
H 0.364 2.203 9.993
H -0.307 3.209 8.664
H 1.282 2.384 8.460
O -2.816 0.591 -4.397
S -1.995 -0.502 -4.059
O -0.963 -0.256 -3.088
O -2.879 -1.695 -3.595
C -3.270 -1.798 -2.177
C -2.813 -3.147 -1.712
C -1.303 -1.289 -5.472
H -4.356 -1.804 -2.219
H -2.876 -0.983 -1.576
H -3.282 -3.952 -2.281
H -3.166 -3.368 -0.703
H -1.725 -3.200 -1.763
H -0.229 -1.141 -5.505
H -1.693 -0.762 -6.347
H -1.661 -2.308 -5.538
O -2.445 3.476 -1.260
S -1.290 3.532 -2.063
O -0.629 2.310 -2.437
O -1.621 4.345 -3.373
C -1.848 3.636 -4.602
C -1.648 4.513 -5.818
C -0.127 4.631 -1.335
H -2.900 3.331 -4.631
H -1.353 2.671 -4.675
H -1.900 5.556 -5.621
H -2.340 4.189 -6.598
H -0.664 4.501 -6.289
H 0.097 4.205 -0.360
H -0.649 5.583 -1.272
H 0.716 4.699 -2.014
O 2.952 3.833 -1.335
S 3.117 2.434 -1.462
O 2.097 1.667 -2.123
O 4.404 2.213 -2.315
C 4.852 0.892 -2.612
C 5.304 0.846 -4.070
C 3.552 1.703 0.080
H 4.080 0.125 -2.508
H 5.662 0.625 -1.929
H 4.368 0.840 -4.644
H 5.756 -0.105 -4.342
H 5.840 1.744 -4.362
H 2.736 1.878 0.768
H 4.519 2.105 0.383
H 3.778 0.665 -0.160
O -5.671 1.712 1.324
S -5.038 0.473 0.991
O -5.407 -0.736 1.630
O -5.289 0.284 -0.562
C -4.916 1.383 -1.422
C -6.081 1.729 -2.313
C -3.288 0.702 1.077
H -4.092 1.004 -2.037
H -4.529 2.228 -0.864
H -5.811 2.516 -3.016
H -6.881 2.084 -1.659
H -6.453 0.874 -2.876
H -2.933 1.305 0.247
H -2.828 -0.274 1.152
H -3.140 1.314 1.967
O 4.977 -0.856 2.170
S 4.357 -1.860 2.965
O 5.137 -2.901 3.532
O 3.591 -1.189 4.158
C 2.838 0.016 3.848
C 3.423 1.188 4.609
C 3.027 -2.566 2.058
H 1.787 -0.165 4.057
H 2.873 0.192 2.773
H 3.937 0.862 5.510
H 2.612 1.887 4.816
H 4.167 1.706 4.001
H 3.465 -2.942 1.134
H 2.316 -1.773 1.823
H 2.514 -3.365 2.586
O 1.554 -0.824 -2.915
S 1.788 -2.213 -3.111
O 0.746 -3.084 -3.562
O 2.994 -2.315 -4.139
C 2.968 -3.407 -5.100
C 4.325 -3.380 -5.762
C 2.543 -2.859 -1.669
H 2.178 -3.281 -5.836
H 2.806 -4.343 -4.565
H 4.297 -4.004 -6.653
H 5.136 -3.723 -5.118
H 4.598 -2.345 -5.971
H 1.866 -2.703 -0.829
H 3.313 -2.117 -1.431
H 2.972 -3.843 -1.812
O -3.171 -3.984 4.541
S -1.950 -3.505 4.003
O -0.697 -4.073 4.415
O -2.074 -3.698 2.433
C -1.083 -3.128 1.543
C -0.023 -4.170 1.203
C -1.890 -1.743 4.257
H -0.562 -2.352 2.109
H -1.513 -2.643 0.675
H 0.872 -3.670 0.831
H -0.410 -4.832 0.427
H 0.265 -4.685 2.116
H -2.530 -1.307 3.499
H -0.855 -1.425 4.232
H -2.235 -1.579 5.276
*
```


Record 10
Below is a single C20H13F7N4O4S2 molecule at a distorted geometry, with properties calculated with ωB97M-V/def2-TZVPD.

Computed properties:
SMILES string	O=C(CSc1nc(-c2cccs2)cc(C(F)(F)F)n1)Nc1cc(OCC(F)(F)C(F)F)cc([N+](=O)[O-])c1
frontier orbital gap	0.2968	Eh
DFT total energy	-75789.451	eV
relative energy (zero: lowest compared OMol25 entry of this formula, charge and spin)	80.1	kcal per mole

```
! RIJCOSX wB97M-V def2-TZVPD def2/J DEFGRID3
* xyz 0 1
O 1.267 2.049 3.013
C 0.468 2.628 2.253
C 0.573 4.115 2.021
S 0.565 4.599 0.252
C 1.803 3.507 -0.299
N 1.382 2.607 -1.197
C 2.285 1.674 -1.654
C 1.729 0.622 -2.519
C 2.282 -0.439 -3.086
C 1.249 -1.398 -3.647
C -0.042 -0.896 -3.589
S -0.041 0.606 -2.709
C 3.589 1.742 -1.194
C 4.004 2.632 -0.206
C 5.520 2.568 0.168
F 5.820 3.227 1.273
F 5.992 1.298 0.209
F 6.185 3.279 -0.792
N 3.129 3.546 0.133
N -0.538 1.960 1.593
C -0.633 0.620 1.392
C -1.876 0.027 1.399
C -2.072 -1.359 1.343
O -3.338 -1.808 1.421
C -3.682 -3.191 0.951
C -5.153 -3.522 0.642
F -5.970 -3.344 1.772
F -5.232 -4.766 0.297
C -5.757 -2.518 -0.516
F -5.770 -1.246 -0.198
F -5.099 -2.752 -1.674
C -0.953 -2.181 1.043
C 0.305 -1.670 0.899
N 1.488 -2.413 0.784
O 1.453 -3.620 0.330
O 2.526 -1.869 1.149
C 0.414 -0.260 1.121
H -0.249 4.599 2.473
H 1.464 4.631 2.453
H 3.276 -0.746 -2.970
H 1.434 -2.233 -4.283
H -0.912 -1.213 -4.057
H 4.171 0.916 -1.623
H -1.128 2.582 1.019
H -2.787 0.600 1.497
H -3.028 -3.570 0.128
H -3.493 -3.829 1.760
H -6.843 -2.779 -0.540
H -1.157 -3.224 0.976
H 1.386 0.212 0.988
*
```